49
Properties=species:S:1:pos:R:3:mulliken_charge:R:1 method="wB97M-V/def2-TZVPD" e_tot_ha=-20728.23627 charge=-2 gap_ev=5.95
Pb 0.93618 0.69013 -0.20364 1.019
Br 1.91322 4.24351 -1.03235 -0.039
C 0.23305 4.76871 -1.80435 -0.550
Br -1.21694 3.48809 -1.62990 -0.097
H 0.38704 4.91621 -2.86546 0.316
H -0.10191 5.67467 -1.31699 0.298
S 3.26594 -4.17554 1.03825 -0.230
S 2.74886 -3.91641 -0.92982 -0.076
S 4.26458 -2.79245 -1.78814 -0.107
S 3.45932 -0.96300 -2.21260 -0.105
Te 2.87120 -2.03589 2.08530 0.518
C 1.65114 -2.76177 3.62244 0.068
C 2.08628 -3.14434 4.86334 -0.416
C 1.03513 -3.56387 5.71883 -0.392
C -0.18143 -3.49008 5.10587 -0.656
S -0.05434 -2.90937 3.50558 0.063
H 3.12990 -3.11565 5.14341 0.399
H 1.17626 -3.90074 6.73662 0.353
H -1.14356 -3.74409 5.52355 0.365
F 1.85332 2.25548 2.41426 -0.231
C 0.97973 1.24316 2.15046 0.153
F 1.22738 0.31421 3.13400 -0.165
F -0.25649 1.75581 2.48450 -0.257
Se 4.33078 2.72086 -3.93574 -0.648
Sb 5.51425 2.33235 -1.88823 0.715
Se 5.23051 3.89203 -0.07371 -0.689
Se 7.46166 0.94725 -1.97887 -0.646
Se 3.83471 0.39433 -0.49843 -0.422
C -4.72028 1.68057 -2.82972 -1.480
C -3.69178 0.81430 -2.15162 0.736
C -2.73554 0.12231 -2.88102 -1.051
C -1.76037 -0.65549 -2.26452 1.191
C -0.72514 -1.34043 -3.11187 -1.443
C -1.74159 -0.76090 -0.86370 -0.159
Se -0.31680 -1.75469 -0.01250 -0.373
C -2.70372 -0.06823 -0.10952 1.076
C -2.76869 -0.11551 1.39561 -1.438
C -3.65703 0.70417 -0.76905 -0.768
H -4.58749 1.67177 -3.91195 0.343
H -4.64323 2.71661 -2.49220 0.291
H -5.73499 1.33842 -2.61086 0.349
H -2.72901 0.20801 -3.96331 0.196
H -0.94747 -1.20698 -4.17157 0.396
H -0.67126 -2.40597 -2.88304 0.307
H 0.27291 -0.94170 -2.91249 0.166
H -1.88631 -0.58059 1.82694 0.068
H -3.64304 -0.68998 1.71664 0.351
H -2.86015 0.89162 1.80464 0.355
H -4.38478 1.24908 -0.17304 0.346